28
Properties=species:S:1:pos:R:3:forces:R:3 method="wB97M-V/def2-TZVPD" homo_lumo_gap_ev=9.62 e_homo_ev=-8.76 e_above_lowest_kj_mol=24.6 smiles=CO[Si](CCCN)(OC)OC spin_multiplicity=1
C -1.239 -1.771 1.950 0.4 0.7 2.2
O -0.984 -1.685 0.589 0.0 2.0 -1.4
Si -0.769 -0.122 -0.064 0.8 -1.0 -0.9
C 0.552 -0.261 -1.408 0.4 0.4 0.8
C 1.931 0.373 -0.895 -0.1 -0.7 -0.4
C 2.750 -0.707 -0.118 -1.1 0.5 0.5
N 2.097 -1.172 1.114 -2.0 -1.0 0.0
O -2.165 0.458 -0.708 -0.5 0.0 -0.9
C -2.268 0.662 -2.157 0.2 -0.2 1.2
O -0.176 0.959 1.041 0.2 -1.6 -0.7
C -0.798 2.200 1.055 -2.4 -0.1 0.8
H -1.611 -2.773 2.219 -0.3 0.6 -0.2
H -0.278 -1.651 2.488 -0.3 -0.2 0.1
H -1.860 -0.910 2.369 0.2 -1.3 -0.6
H 0.187 0.138 -2.361 0.4 0.0 0.3
H 0.612 -1.338 -1.511 0.5 -0.4 -0.4
H 1.646 1.128 -0.145 0.5 0.1 -0.6
H 2.556 0.829 -1.726 -0.9 -0.6 0.9
H 3.724 -0.352 0.167 0.5 0.4 0.0
H 2.912 -1.598 -0.717 0.0 -0.1 -0.4
H 2.057 -0.582 1.936 0.6 0.6 -0.4
H 1.075 -1.409 0.970 1.9 0.0 -0.1
H -3.181 1.167 -2.426 -0.4 0.5 0.5
H -1.402 1.257 -2.438 -0.3 -0.1 -0.5
H -2.344 -0.284 -2.682 0.5 -0.3 0.0
H -1.629 2.003 1.750 -0.7 0.8 -0.6
H -0.226 2.857 1.644 1.2 1.3 0.0
H -1.169 2.583 0.062 0.6 -0.2 1.1